Entry 1:
This record from the Open Molecules 2025 dataset describes a cluster of 2 separate species, FH5S2Si2 in total at a distorted geometry. The level of theory is wB97M-V/def2-TZVPD.

The calculation puts the LUMO energy at -0.63 eV. Its HOMO energy is -9.4338 eV. Its SMILES is F[Si]([SiH3])=S.S.

XYZ file:
```
10
Properties=species:S:1:pos:R:3:forces:R:3:mulliken_charge:R:1
F -2.5569 1.2665 1.8050 0.3 -0.1 -0.6 -0.23
Si 0.0656 1.4385 0.1330 0.7 0.0 -0.4 0.42
Si -2.1660 0.9236 0.2698 -2.0 -0.5 0.1 0.50
S -3.5893 0.2380 -0.9345 1.4 0.5 0.7 -0.39
S -0.7158 -2.2728 0.3152 -0.3 0.2 0.1 -0.34
H 0.6578 0.5482 -0.8675 0.0 -0.1 -0.2 -0.08
H 0.2041 2.8312 -0.3128 -0.1 0.2 0.0 -0.12
H 0.7520 1.2485 1.4140 -0.1 0.0 0.2 -0.08
H -0.9557 -2.3687 -0.9925 -0.1 0.0 -0.1 0.18
H 0.1154 -3.3070 0.2966 0.3 -0.2 0.1 0.14
```
Forces are in eV/Å.

Entry 2:
This record from the Open Molecules 2025 dataset describes a structure of composition C34H49MoN6SSbSi. The level of theory is wB97M-V/def2-TZVPD.

As for the total charge: +2. The calculation puts the LUMO energy (alpha / beta) at -5.71 / -6.02 eV. Its HOMO energy (alpha / beta) is -12.5459 / -13.0130 eV. As for the spin multiplicity: 3.

XYZ file:
```
93
Properties=species:S:1:pos:R:3:forces:R:3:mulliken_charge:R:1
Mo -0.0204 0.5855 1.2054 0.5 -0.5 -0.3 -2.05
N -3.5000 0.7075 -1.2600 0.0 0.0 0.0 0.05
C -2.7302 1.3638 -2.1951 0.0 0.0 0.0 -1.17
C -1.5031 1.5106 -1.6345 0.0 0.0 0.0 -0.77
N -1.5127 0.9542 -0.3760 0.0 0.2 0.0 2.42
C -2.7328 0.4760 -0.1867 -0.1 0.1 0.0 0.16
C -2.9959 -0.1458 1.0869 0.0 -0.1 0.2 -1.59
N -1.9896 -0.1883 1.9412 0.1 0.0 0.0 1.55
C -2.4516 -0.8055 3.0720 0.0 0.0 0.0 -0.82
C -3.7607 -1.1345 2.8908 0.0 0.0 0.0 -1.18
N -4.0908 -0.7108 1.6254 0.0 0.0 -0.1 0.09
H -4.4651 0.4466 -1.3830 0.0 0.0 0.0 0.21
H -3.1228 1.6640 -3.1501 0.0 0.0 0.0 0.48
H -0.6286 1.9804 -2.0452 0.0 0.0 0.0 0.00
H -1.8242 -0.9699 3.9307 0.0 0.0 0.0 0.49
H -4.4748 -1.6150 3.5358 0.0 0.0 0.0 0.47
H -4.9994 -0.8072 1.2016 0.0 0.0 0.0 0.19
C 5.1547 0.9858 3.1918 0.0 0.0 0.0 -0.80
N 4.6665 -0.2443 2.5795 0.0 0.0 0.0 0.32
C 5.4748 -1.3253 2.2704 0.0 0.0 0.0 -0.57
C 4.6765 -2.2967 1.7896 0.0 0.0 0.0 -0.62
N 3.3923 -1.7968 1.8200 0.1 -0.1 0.0 0.37
C 3.3815 -0.5466 2.3063 0.0 0.0 -0.1 0.03
S 2.0667 0.5305 2.6491 0.2 0.1 0.4 -0.28
H 5.4313 0.8015 4.2281 0.0 0.0 0.0 0.34
H 4.3662 1.7315 3.1627 0.0 0.0 0.0 0.19
H 6.0232 1.3402 2.6408 0.0 0.0 0.0 0.39
H 6.5384 -1.2982 2.4280 0.0 0.0 0.0 0.52
H 4.8983 -3.2874 1.4359 0.0 0.0 0.0 0.52
H 2.5543 -2.2957 1.5557 0.0 0.0 0.1 -0.10
C 1.8774 2.3529 -3.1414 0.0 0.0 0.0 -1.00
C 1.6569 3.2747 -1.9426 0.0 0.0 0.0 -1.11
Sb 1.9436 2.2782 -0.0582 -0.1 0.1 -0.2 0.61
C 2.3167 3.9475 1.2271 0.1 0.0 0.0 0.00
C 3.4259 4.8713 0.7344 0.0 0.0 0.0 -1.51
C 3.9410 1.5875 -0.4368 0.0 0.0 0.1 -0.73
C 4.0830 0.1825 -1.0091 0.0 0.0 0.0 -0.92
H 1.6614 2.8730 -4.0750 0.0 0.0 0.0 0.39
H 1.2525 1.4555 -3.1102 0.0 0.0 0.0 0.16
H 2.9143 2.0185 -3.1931 0.0 0.0 0.0 0.33
H 0.6736 3.7487 -1.9581 0.0 0.0 0.0 0.60
H 2.3870 4.0859 -1.9575 0.0 0.0 0.0 0.68
H 2.5520 3.5250 2.2048 0.0 0.0 0.0 0.38
H 1.3708 4.4790 1.3251 0.0 0.0 0.0 0.07
H 4.3620 4.3340 0.5719 0.0 0.0 0.0 0.31
H 3.6226 5.6524 1.4694 0.0 0.0 0.0 0.44
H 3.1577 5.3669 -0.1986 0.0 0.0 0.0 0.35
H 4.4806 1.6864 0.5071 0.0 0.0 0.0 0.37
H 4.3655 2.3274 -1.1175 0.0 0.0 0.0 0.75
H 3.6359 -0.5716 -0.3617 0.0 0.0 0.0 -0.02
H 5.1371 -0.0702 -1.1328 0.0 0.0 0.0 0.42
H 3.6157 0.0970 -1.9914 0.0 0.0 0.0 0.38
C 0.9680 -6.5442 2.4259 0.0 0.0 0.0 -0.51
C 1.2055 -5.8658 1.2389 0.0 0.0 0.0 -1.18
C 1.0503 -4.4894 1.1766 0.0 0.0 0.1 0.53
C 0.6560 -3.7681 2.3096 0.0 0.0 0.0 1.30
C 0.4515 -4.4621 3.5053 0.0 0.0 0.0 -0.63
C 0.5924 -5.8380 3.5611 0.0 0.0 0.0 -0.77
C 0.5116 -2.3008 2.3219 -0.1 0.0 0.0 -0.90
C 0.3387 -1.4654 1.2866 0.0 -0.2 0.3 0.42
C -0.0328 -1.8421 -0.0842 -0.2 0.1 -0.1 0.30
C -1.2265 -2.5522 -0.2933 0.0 0.0 -0.1 -0.06
C -1.6781 -2.7967 -1.5754 0.0 0.0 0.1 -1.18
C -0.9582 -2.3298 -2.6760 0.0 0.0 0.0 -0.78
C 0.2212 -1.6319 -2.4845 0.0 0.0 -0.1 -0.67
C 0.6818 -1.3854 -1.1949 0.0 0.0 0.1 0.34
H 1.0861 -7.6184 2.4692 0.0 0.0 0.0 0.43
H 1.5131 -6.4113 0.3563 0.0 0.0 0.0 0.44
H 1.2413 -3.9773 0.2417 0.0 0.0 0.0 0.57
H 0.1750 -3.9124 4.3978 0.0 0.0 0.0 0.42
H 0.4195 -6.3604 4.4924 0.0 0.0 0.0 0.43
H 0.6109 -1.8529 3.3089 0.0 0.0 0.0 0.61
H -1.7750 -2.9200 0.5669 0.0 0.0 0.0 0.53
H -2.5845 -3.3689 -1.7303 0.0 0.0 0.0 0.51
H -1.3113 -2.5340 -3.6781 0.0 0.0 0.0 0.48
H 0.7944 -1.2916 -3.3377 0.0 0.0 0.0 0.51
H 1.6244 -0.8733 -1.0469 0.0 0.0 0.0 0.32
C -0.7168 4.8801 3.5140 -0.1 0.0 0.0 -1.21
Si -1.3887 3.5053 2.4387 -0.1 -0.1 0.1 0.16
C -3.1408 3.0409 2.9238 0.0 0.0 0.0 -0.99
C -1.4654 4.1207 0.6604 0.0 0.0 0.0 -0.70
C -0.2967 1.9675 2.7784 -0.4 0.3 -0.1 -0.89
H -1.2367 5.8200 3.3169 0.0 0.0 0.0 0.39
H 0.3484 5.0445 3.3437 0.0 0.0 0.0 0.33
H -0.8459 4.6478 4.5731 0.0 0.0 0.0 0.34
H -3.8296 3.8801 2.8072 0.0 0.0 0.0 0.41
H -3.1887 2.7155 3.9651 0.0 0.0 0.0 0.33
H -3.5142 2.2210 2.3011 0.0 0.0 0.0 0.16
H -2.1521 3.5396 0.0458 0.0 0.0 0.0 0.15
H -0.5074 4.1703 0.1392 0.0 0.0 0.0 0.00
H -1.8590 5.1402 0.7031 0.0 0.0 -0.1 0.57
H -0.8421 1.4312 3.5648 0.1 0.0 0.1 0.81
H 0.6068 2.3511 3.2596 0.1 0.0 -0.1 0.82
```
Forces are in eV/Å.

Entry 3:
This record from the Open Molecules 2025 dataset describes a structure of composition C3H3MnO3 at a distorted geometry. The level of theory is wB97M-V/def2-TZVPD.

As for the total charge: +2. The calculation puts the LUMO energy (alpha / beta) at -12.86 / -13.21 eV. Its HOMO energy (alpha / beta) is -16.4537 / -16.5656 eV. As for the spin multiplicity: 7.

XYZ file:
```
10
Properties=species:S:1:pos:R:3:forces:R:3:mulliken_charge:R:1
C 0.2715 0.7532 -0.4682 -0.5 1.3 0.5 0.23
C -0.2077 1.9933 -0.5242 -0.2 -0.8 0.3 -0.55
O 1.3710 0.2566 -0.9931 0.1 -0.9 -0.6 -0.32
H -1.1877 2.2273 -0.1110 0.2 0.0 -0.3 0.23
H 0.3995 2.7998 -0.9487 0.0 -0.2 0.3 0.29
H 1.8439 -0.3147 -0.3701 0.3 0.6 0.1 0.25
O -0.3445 -2.2148 0.7977 2.2 -1.1 -0.3 -0.54
C -1.2144 -1.4155 0.8636 -4.4 1.8 0.8 0.65
O -2.2505 -0.9687 1.0812 2.1 -0.1 -0.6 -0.07
Mn 1.3189 -3.1164 0.6727 0.3 -0.5 0.0 1.81
```
Forces are in eV/Å.

Entry 4:
This record from the Open Molecules 2025 dataset describes a structure of composition C30H19F5IN4O3RuS. The level of theory is wB97M-V/def2-TZVPD.

The calculation puts the LUMO energy (alpha / beta) at -0.09 / -1.29 eV. Its HOMO energy (alpha / beta) is -8.0218 / -7.9725 eV. As for the spin multiplicity: 2.

XYZ file:
```
64
Properties=species:S:1:pos:R:3:forces:R:3:mulliken_charge:R:1
Ru -0.2758 -0.1622 1.1352 -0.7 -0.3 -0.3 -0.60
C 2.5194 -0.6879 -0.2044 -0.1 0.0 -0.1 -1.78
N 1.3983 0.2302 0.0362 0.0 0.2 0.0 1.25
C 1.5883 1.4910 -0.2134 0.0 -0.1 -0.1 -0.16
C 0.5770 2.4051 0.1494 0.0 0.0 0.0 -0.49
C 0.3861 3.7794 0.0145 0.0 0.0 0.0 -1.03
C -0.8285 4.0623 0.6430 0.0 0.0 0.0 -0.84
C -1.3210 2.8526 1.1417 -0.1 -0.1 0.0 -0.94
N -0.4828 1.8539 0.8371 -0.1 0.2 0.3 0.80
C 3.0546 -0.6399 -1.6163 0.1 0.0 0.0 0.75
C 4.4153 -0.8351 -1.8315 0.0 0.0 0.0 -0.62
C 4.9352 -0.8393 -3.1178 0.0 0.0 0.0 -0.69
C 4.0984 -0.6397 -4.2065 0.0 0.0 0.0 -0.44
C 2.7411 -0.4384 -3.9993 0.0 0.0 0.0 -0.88
C 2.2218 -0.4401 -2.7128 0.0 0.0 0.0 0.12
H 2.1829 -1.6923 0.0300 0.0 0.0 0.0 0.45
H 3.3151 -0.4571 0.5063 0.0 0.0 0.0 0.53
H 2.5038 1.8178 -0.7010 0.0 0.0 0.0 0.50
H 1.0520 4.4754 -0.4713 0.0 0.0 0.0 0.52
H -1.2948 5.0291 0.7456 0.0 0.0 0.0 0.45
H -2.2271 2.6639 1.6967 0.0 0.0 0.0 0.52
H 5.0727 -0.9807 -0.9818 0.0 0.0 0.0 0.42
H 5.9964 -0.9907 -3.2688 0.0 0.0 0.0 0.39
H 4.5024 -0.6391 -5.2106 0.0 0.0 0.0 0.39
H 2.0803 -0.2855 -4.8433 0.0 0.0 0.0 0.40
H 1.1584 -0.2951 -2.5604 0.1 0.0 0.0 0.33
I -3.5349 -2.0355 1.1351 0.0 0.0 0.0 0.15
C -2.9418 -0.8866 -0.4971 -0.1 -0.1 0.0 -0.16
C -3.8236 -0.8388 -1.5723 0.0 0.0 0.0 -0.66
C -3.4810 -0.1058 -2.6884 0.0 0.0 0.0 -0.38
C -2.2658 0.5616 -2.7005 0.0 0.0 0.0 -1.14
C -1.4553 0.4695 -1.5930 -0.1 0.0 0.0 -0.13
N -1.7778 -0.2399 -0.4970 0.5 -0.1 0.1 0.62
H -4.7567 -1.3782 -1.5173 0.0 0.0 0.0 0.44
H -4.1521 -0.0576 -3.5359 0.0 0.0 0.0 0.40
H -1.9464 1.1474 -3.5504 0.0 0.0 0.0 0.49
H -0.5084 0.9824 -1.5608 0.0 0.0 0.0 0.66
O -1.5686 -0.3644 3.0925 0.2 0.2 0.0 -0.56
C -0.4982 -0.1236 3.6716 0.1 0.0 -0.1 0.75
N 0.5542 0.2251 2.9010 0.2 -0.3 0.0 0.14
S 1.9781 0.3775 3.7150 -0.1 0.0 0.0 1.04
O 2.4388 1.7313 3.6826 0.0 0.0 0.0 -0.68
O 2.8794 -0.6640 3.3189 0.0 0.0 0.0 -0.66
C 1.2096 0.0113 5.2769 0.0 0.0 0.0 0.29
C 1.8081 -0.0530 6.5171 0.0 0.0 0.0 -0.79
C 0.9960 -0.3757 7.5994 -0.1 0.0 0.0 -0.48
C -0.3651 -0.6215 7.4321 0.1 0.0 0.0 -0.62
C -0.9536 -0.5502 6.1759 0.0 0.0 0.0 -0.57
C -0.1461 -0.2280 5.1025 0.0 0.0 0.0 0.31
H 2.8662 0.1336 6.6421 0.0 0.0 0.0 0.47
H 1.4310 -0.4398 8.5880 0.0 0.0 0.0 0.41
H -0.9694 -0.8737 8.2933 0.0 0.0 0.0 0.40
H -2.0076 -0.7439 6.0286 0.0 0.0 0.0 0.54
F 0.1716 -2.7039 3.3203 0.0 0.2 0.1 -0.23
C 0.1671 -3.1430 2.0459 -0.1 -0.1 -0.1 0.07
C -0.0216 -2.2768 0.9747 0.0 0.1 0.4 0.21
C 0.0159 -2.9105 -0.2562 0.0 0.0 0.0 0.73
F -0.0905 -2.1886 -1.3978 0.0 0.1 -0.1 -0.45
C 0.1912 -4.2701 -0.4401 0.0 0.0 -0.1 0.20
F 0.2088 -4.8015 -1.6673 0.0 0.0 0.0 -0.32
C 0.3587 -5.0822 0.6622 0.0 -0.1 0.0 0.82
F 0.5316 -6.3971 0.5183 0.0 0.0 0.0 -0.32
C 0.3526 -4.5089 1.9174 0.0 0.0 0.0 -0.08
F 0.5210 -5.2838 2.9941 0.0 0.0 0.0 -0.32
```
Forces are in eV/Å.

Entry 5:
This record from the Open Molecules 2025 dataset describes a structure of composition C22H15BrClNO7RhS. The level of theory is wB97M-V/def2-TZVPD.

As for the total charge: -1. The calculation puts the LUMO energy at 2.42 eV. Its HOMO energy is -5.5012 eV.

XYZ file:
```
49
Properties=species:S:1:pos:R:3:forces:R:3:mulliken_charge:R:1
Rh -0.4719 0.2959 0.1885 0.1 -0.9 0.3 -0.35
O 0.4509 -1.5765 3.2993 0.0 -0.2 -0.2 -0.85
Cl 0.4155 -0.1245 3.3121 0.0 -0.5 0.0 1.75
O 0.0643 0.3538 4.5997 -0.1 0.1 0.3 -0.73
O -0.6570 0.2813 2.3786 -0.1 0.7 -0.3 -0.54
O 1.6750 0.3713 2.8748 0.2 0.2 -0.1 -0.58
S -4.4033 2.2405 -0.3157 0.2 0.1 0.0 -0.36
C -3.2147 3.4633 -0.5343 0.0 -0.1 0.0 -0.43
C -1.9415 2.9908 -0.4127 -0.2 0.1 0.0 -0.65
C -1.8959 1.5967 -0.1307 -0.3 -0.3 0.0 0.35
C -3.1685 1.0599 -0.0529 0.3 0.4 -0.1 -0.12
C -3.3895 -0.3387 0.2139 0.1 -0.4 0.0 1.40
C -4.6420 -0.9519 0.3088 0.2 0.0 0.0 -1.15
C -4.7022 -2.3057 0.5624 0.1 -0.1 0.0 -0.30
C -3.5228 -3.0307 0.7126 -0.1 0.0 0.0 -0.96
C -2.3206 -2.3549 0.6040 0.0 0.0 0.0 -0.28
N -2.2505 -1.0533 0.3676 -0.2 0.3 -0.1 0.30
H -3.5199 4.4762 -0.7435 0.0 0.0 0.0 0.46
H -1.0654 3.6121 -0.5217 0.0 0.0 0.0 0.35
H -5.5423 -0.3666 0.1825 0.0 0.0 0.0 0.39
H -5.6627 -2.7995 0.6415 0.0 0.0 0.0 0.40
H -3.5310 -4.0926 0.9112 0.0 0.0 0.0 0.42
H -1.3698 -2.8625 0.7067 0.0 0.0 0.0 0.50
Br 3.8487 5.4102 -0.2791 0.0 0.0 0.0 -0.26
C 2.6312 3.9431 -0.1667 0.0 0.0 0.0 0.12
C 2.4286 3.1399 -1.2700 0.0 0.0 0.0 -0.89
C 1.5420 2.0714 -1.1785 -0.1 -0.1 0.0 -0.19
C 0.8620 1.7798 0.0048 0.1 -0.1 0.1 0.48
C 1.0806 2.6363 1.0893 0.0 0.0 -0.1 0.14
C 1.9556 3.7103 1.0181 0.0 0.0 0.0 -0.83
H 2.9482 3.3406 -2.1974 0.0 0.0 0.0 0.44
H 1.3744 1.4841 -2.0728 0.0 0.1 0.1 0.57
H 0.5424 2.4838 2.0122 0.0 0.0 0.1 0.32
H 2.1092 4.3549 1.8733 0.0 0.0 0.0 0.42
O 0.7713 -1.5688 0.5053 0.1 0.2 0.1 0.60
C 1.7226 -2.0605 -0.3441 0.1 -0.1 -0.1 1.11
C 2.6655 -2.9527 0.1567 0.0 0.0 0.0 -0.95
C 3.6141 -3.5020 -0.6864 0.0 0.0 0.1 -0.43
C 3.6256 -3.1624 -2.0311 0.0 0.0 0.0 -0.69
C 2.6940 -2.2588 -2.5096 0.0 0.0 0.0 -0.70
C 1.7241 -1.6867 -1.6902 0.0 0.1 0.1 0.24
C 0.7698 -0.6907 -2.3415 0.1 -0.1 0.1 0.16
O 1.0512 -0.2829 -3.4587 -0.1 -0.2 -0.1 -0.70
O -0.3057 -0.3658 -1.7108 -0.4 0.6 -0.1 -0.60
H 0.9603 -1.7729 1.4439 0.0 0.0 -0.1 -0.03
H 2.6476 -3.1994 1.2121 0.0 0.0 0.0 0.42
H 4.3468 -4.1922 -0.2869 0.0 0.0 0.0 0.39
H 4.3618 -3.5914 -2.6980 0.0 0.0 0.0 0.38
H 2.6937 -1.9520 -3.5465 0.0 0.0 0.0 0.49
```
Forces are in eV/Å.

Energy above the lowest of the compared OMol25 structures with the same formula, charge and spin / eV: 1.525, 0.000, 3.043, 0.552, 0.477
Electronic energy / eV: -40225.5554, -72088.3938, -40597.2772, -78625.8365, -135284.2406